Entry 1:
This record from the OMol25 dataset describes a structure of composition F5Li3Sr. The level of theory is the ωB97M-V functional and the def2-TZVPD basis.

Each line ends with the Mulliken charge.
Atoms and positions in Å:
Sr: -1.66708 0.55489 -0.80057  1.761
Li: 0.25317 0.12774 0.09580  0.611
Li: -0.13488 -1.08307 1.54800  0.863
Li: 0.38703 -1.08463 -1.42335  0.856
F: 1.07867 0.32099 1.40729  -0.839
F: 0.19628 1.27502 -0.86612  -0.790
F: -0.51015 -1.10117 -0.08994  -0.986
F: -1.16698 1.27098 0.75699  -0.717
F: 1.56395 -0.28076 -0.62810  -0.759

Properties
- Kohn-Sham gap (eV) = 6.8
- DFT total energy (eV) = -15039.91169
- energy above the lowest of the compared OMol25 structures with the same formula, charge and spin (kcal/mol) = 90.4
- E_HOMO (eV) = -8.07
- E_LUMO (eV) = -1.2

Entry 2:
This record from the OMol25 dataset describes an isolated molecule of C4H9NS. The level of theory is the ωB97M-V functional and the def2-TZVPD basis.

Each line ends with the Mulliken charge.
Atoms and positions in Å:
C: -0.44219 -1.03030 -0.60786  -0.556
C: 0.13673 0.22453 0.04238  0.798
C: 0.94348 1.17393 -0.77916  -1.294
C: 0.54222 0.04262 1.46790  -1.361
N: -1.78367 -1.01996 -0.04909  -0.462
S: -2.01848 0.73953 0.08239  -0.147
H: -0.42309 -0.92967 -1.70163  0.291
H: 0.08334 -1.95113 -0.32530  0.274
H: 0.87881 2.18367 -0.37780  0.347
H: 0.61944 1.18559 -1.81545  0.376
H: 1.99718 0.88141 -0.74553  0.349
H: 0.75378 0.99534 1.94828  0.353
H: 1.43994 -0.57956 1.49992  0.346
H: -0.24527 -0.47058 2.01410  0.386
H: -2.48222 -1.44542 -0.65316  0.299

Properties
- Kohn-Sham gap (eV) = 7.9
- DFT total energy (eV) = -16617.60855
- energy above the lowest of the compared OMol25 structures with the same formula, charge and spin (kcal/mol) = 42.6
- E_HOMO (eV) = -7.71
- E_LUMO (eV) = 0.2

Entry 3:
This record from the OMol25 dataset describes a cluster of 2 separate species, C3H4F3NO in total. The level of theory is the ωB97M-V functional and the def2-TZVPD basis.

Each line ends with the Mulliken charge.
Atoms and positions in Å:
C: 0.39406 0.77743 -0.73307  -0.706
C: -0.91005 0.31643 1.84710  -0.543
C: 0.90442 -0.10975 -1.75762  1.064
N: -0.69913 -0.48056 0.64278  0.271
O: -1.20002 -1.47996 0.28033  -0.316
F: 0.14398 -0.84770 -2.53295  -0.234
F: 1.70634 0.54644 -2.64207  -0.253
F: 1.77841 -1.14348 -1.17687  -0.317
H: 1.04544 1.05154 0.00491  0.201
H: -1.05695 -0.36350 2.63142  0.369
H: -0.09493 0.99390 1.79632  0.179
H: -2.01156 0.73923 1.63973  0.287

Properties
- Kohn-Sham gap (alpha / beta) (eV) = 7.7 / 7.7
- DFT total energy (eV) = -14859.09419
- energy above the lowest of the compared OMol25 structures with the same formula, charge and spin (kcal/mol) = 147.4
- E_HOMO (alpha / beta) (eV) = -9.02 / -9.02
- E_LUMO (alpha / beta) (eV) = -1.4 / -1.4

Entry 4:
This record from the OMol25 dataset describes a cluster of 15 separate species, H31O15 in total. The level of theory is the ωB97M-V functional and the def2-TZVPD basis.

Each line ends with the Mulliken charge.
Atoms and positions in Å:
O: 0.67810 -1.19775 -3.80549  -0.669
H: -0.19628 1.81724 -2.76316  0.393
H: -0.27415 -1.32425 -3.82573  0.336
O: 1.89582 -1.43338 2.73737  -0.657
H: -1.86236 1.52074 0.57978  0.270
H: 1.16849 -2.10214 2.62779  0.429
O: 3.73995 1.89294 -0.34483  -0.529
H: -2.40407 -4.24740 -1.36838  0.267
H: 1.68419 0.25488 -1.52540  0.323
O: -0.04467 -3.26317 2.29562  -0.824
H: -2.49517 -2.16329 2.04284  0.318
H: -0.43546 -3.13483 1.40550  0.394
O: -3.79082 2.00722 0.36837  -0.616
H: -4.65779 1.99954 -0.03984  0.284
H: -3.78853 2.75482 0.97773  0.302
O: -0.99935 1.63821 -2.20242  -0.720
H: 4.31422 2.56312 0.04373  0.278
H: 4.36192 1.66747 -1.05720  0.303
O: -1.93786 -3.78457 -0.67575  -0.585
H: -1.83835 2.10125 -2.20073  0.245
H: 2.10641 -0.77399 1.49596  0.468
O: 1.16127 1.77131 -3.59457  -0.670
H: 1.60925 -0.94946 3.51632  0.312
H: 3.59275 -0.21859 1.30176  0.392
O: -1.77975 -1.56423 1.80182  -0.594
H: 0.97072 2.05853 -4.50324  0.346
H: 0.66999 4.45745 0.93699  0.304
O: -0.08074 -1.79648 -0.66171  -0.566
H: 2.89490 -0.25895 -0.13664  0.500
O: -1.06148 1.01433 0.48806  -0.515
H: -0.80160 0.96413 -0.44934  0.336
H: -0.78216 -2.42433 -0.87196  0.302
O: 2.71895 -0.11125 0.89744  -0.481
H: -2.03510 -0.62559 1.88500  0.224
H: 0.86277 0.83868 -3.69391  0.389
O: 1.53364 4.11182 1.16361  -0.602
H: -2.53885 -3.06941 -0.44998  0.322
H: 1.72881 3.71208 0.30353  0.279
O: 2.23339 -0.53944 -1.43675  -0.679
H: 0.88927 -1.65511 -2.99765  0.269
H: -1.89601 1.29380 3.63800  0.301
O: -2.37042 0.52964 3.30528  -0.576
H: -3.28361 0.83861 3.36325  0.287
H: -0.80899 -2.83582 2.75344  0.433
H: -0.24782 -1.05884 -0.05466  0.297
H: 1.59657 -1.27554 -1.26984  0.384

Properties
- Kohn-Sham gap (eV) = 11.0
- DFT total energy (eV) = -31209.82464
- energy above the lowest of the compared OMol25 structures with the same formula, charge and spin (kcal/mol) = 39.6
- charge = +1
- E_HOMO (eV) = -13.49
- E_LUMO (eV) = -2.5